1.
Computed, not measured: one molecule with the formula C3H4OS3 at a distorted geometry, with ωB97M-V/def2-TZVPD.

Element x y z (Å)
S: 2.81133 0.19897 -1.38196
S: -0.16802 -0.35981 -1.50584
O: -2.28130 -0.29795 0.44763
H: -2.35868 0.21397 2.94376
H: 0.82653 -0.60204 0.65537
S: -1.07126 0.40832 2.69077
C: 0.09662 0.07665 0.21249
C: 1.43336 -0.21409 -2.13223
C: -1.22852 -0.00094 0.96037
H: 0.53775 1.02993 0.29633
H: 1.40219 -0.45302 -3.18668

The max |F| is 1.43 eV/A. As for the SMILES: O=C(S)CSC=S. Its energy above the lowest of the compared OMol25 structures with the same formula, charge and spin is 24.6 kJ/mol. The calculation puts the HOMO energy at -8.993 eV. Its charge is 0.

Calculated atomic charges, method Löwdin, unit e: 0.62, 0.92, -0.01, -0.12, 0.08, 0.84, -0.51, -1.05, -0.84, 0.06, 0.00

---

2.
Computed, not measured: one molecule with the formula C3H4S at a distorted geometry, with ωB97M-V/def2-TZVPD.

Element x y z (Å)
H: 0.89647 -0.90468 1.28069
C: 0.08755 -0.32240 -1.79740
S: -0.46025 1.26374 1.43776
C: 0.06448 -0.40103 -0.61660
H: 0.00205 -0.31825 -2.89936
H: -0.94335 -0.96007 1.17994
H: 0.40931 2.02734 0.62161
C: -0.05627 -0.38464 0.79337

The max |F| is 3.23 eV/A. As for the SMILES: C#CCS. Its energy above the lowest of the compared OMol25 structures with the same formula, charge and spin is 97.0 kJ/mol. The calculation puts the HOMO energy at -9.271 eV. Its charge is 0.

Calculated atomic charges, method Löwdin, unit e: 0.12, 0.10, 0.66, -0.29, 0.05, 0.08, -0.09, -0.63

---

3.
Computed, not measured: one molecule with the formula C3H4S at a distorted geometry, with ωB97M-V/def2-TZVPD.

Element x y z (Å)
H: 0.53957 1.24973 0.89102
C: -0.78093 0.07386 -0.30982
H: 1.87995 -1.14031 1.04416
H: -2.68032 -1.34662 -0.20284
C: 0.44261 0.75322 -0.11442
H: 0.68473 1.43738 -0.84798
S: 1.74345 -0.47232 -0.29812
C: -1.82907 -0.55494 -0.16201

The max |F| is 4.81 eV/A. As for the SMILES: C#CCS. Its energy above the lowest of the compared OMol25 structures with the same formula, charge and spin is 146.9 kJ/mol. The calculation puts the HOMO energy at -9.099 eV. Its charge is 0.

Calculated atomic charges, method Löwdin, unit e: 0.11, -0.29, -0.05, 0.08, -0.62, 0.03, 0.65, 0.09

---

4.
Computed, not measured: a 2-piece molecular cluster, C3H4S overall at a distorted geometry, with ωB97M-V/def2-TZVPD.

Element x y z (Å)
H: -0.45697 1.38977 -1.10815
H: -2.85148 0.29161 1.00175
C: -2.01931 0.59854 0.33187
C: -1.16011 0.99677 -0.36769
C: 1.72758 -0.76509 0.04883
H: 1.26935 -0.18614 0.91258
H: 2.78500 -1.18608 0.33196
S: 0.70594 -1.13938 -1.15114

The max |F| is 4.28 eV/A. Its energy above the lowest of the compared OMol25 structures with the same formula, charge and spin is 84.7 kJ/mol. As for the multiplicity: 3. The calculation puts the HOMO energy (spin up / spin down) at -7.034 / -10.539 eV. Its charge is 0.

Calculated atomic charges, method Löwdin, unit e: 0.03, 0.05, -0.01, -0.11, -0.66, 0.01, 0.04, 0.65

---

5.
Computed, not measured: one molecule with the formula C3H4S2 at a distorted geometry, with ωB97M-V/def2-TZVPD.

Element x y z (Å)
S: 2.37528 -0.01270 -0.32360
H: -0.62508 1.47911 1.02100
S: -1.62636 -0.07903 -0.40486
C: 0.78753 0.08984 0.00800
H: 0.01360 -1.90222 -0.67348
H: -0.18990 1.93510 -0.70698
C: -0.34361 1.16270 -0.00147
H: -0.21027 -1.54954 1.04779
C: -0.18119 -1.12326 0.03360

The max |F| is 1.90 eV/A. As for the SMILES: S=C1CSC1. Its energy above the lowest of the compared OMol25 structures with the same formula, charge and spin is 79.2 kJ/mol. The calculation puts the HOMO energy at -8.975 eV. Its charge is 0.

Calculated atomic charges, method Löwdin, unit e: 0.71, 0.08, 0.80, -0.86, 0.06, 0.06, -0.45, 0.09, -0.48

---

6.
Computed, not measured: one molecule with the formula C3H4S2 at a distorted geometry, with ωB97M-V/def2-TZVPD.

Element x y z (Å)
S: 0.84862 1.99292 -0.05136
H: -0.34979 1.95381 0.40411
C: -1.18337 -0.61226 -0.35571
S: 2.62119 -0.38384 -0.18164
C: 0.06456 -0.55438 0.38702
H: 0.19838 -1.24552 1.47928
C: 1.08905 0.34688 -0.05946
H: -1.40166 0.00242 -1.39980
H: -1.88697 -1.50003 -0.22245

The max |F| is 6.12 eV/A. As for the SMILES: C=CC(=S)S. Its energy above the lowest of the compared OMol25 structures with the same formula, charge and spin is 230.3 kJ/mol. The calculation puts the HOMO energy at -8.591 eV. Its charge is 0.

Calculated atomic charges, method Löwdin, unit e: 0.85, -0.13, -0.02, 0.58, -0.34, 0.19, -1.29, 0.12, 0.05

---

7.
Computed, not measured: one molecule with the formula C3H4S2 at a distorted geometry, with ωB97M-V/def2-TZVPD.

Element x y z (Å)
H: -0.42251 1.68000 -0.04149
H: 1.68827 -1.47843 -0.00417
C: -1.00902 0.71696 -0.05014
S: -0.76239 -1.89628 -0.80549
S: 2.12470 0.70923 1.00111
H: -1.51277 0.67347 -0.96158
C: 0.03321 -0.34341 -0.19818
H: -1.43975 0.47645 0.82114
C: 1.30027 -0.53798 0.23879

The max |F| is 8.42 eV/A. As for the SMILES: CC(=S)C=S. Its energy above the lowest of the compared OMol25 structures with the same formula, charge and spin is 218.1 kJ/mol. The calculation puts the HOMO energy (spin up / spin down) at -9.226 / -9.225 eV. Its charge is 0.

Calculated atomic charges, method Löwdin, unit e: 0.09, 0.02, -0.14, 0.64, 0.73, 0.04, -0.73, 0.05, -0.70

---

8.
Computed, not measured: a 2-piece molecular cluster, C3H4S2 overall at a distorted geometry, with ωB97M-V/def2-TZVPD.

Element x y z (Å)
H: -1.28102 0.09483 0.51815
H: -1.49589 -0.26835 -1.82071
C: -0.79750 -0.20858 1.38349
C: -0.27078 -0.34149 2.43666
S: 1.41766 -0.58359 -1.16386
C: 0.70640 0.92647 -1.77620
H: 2.29601 0.12832 -0.50616
H: 0.24921 -0.61885 3.29006
S: -0.82408 0.87125 -2.36142

The max |F| is 3.17 eV/A. Its energy above the lowest of the compared OMol25 structures with the same formula, charge and spin is 300.1 kJ/mol. As for the multiplicity: 3. The calculation puts the HOMO energy (spin up / spin down) at -7.131 / -9.798 eV. Its charge is 0.

Calculated atomic charges, method Löwdin, unit e: -0.03, -0.08, -0.03, 0.01, 0.63, -0.94, -0.16, 0.00, 0.59

---

9.
Computed, not measured: one molecule with the formula C3H4S3 at a distorted geometry, with ωB97M-V/def2-TZVPD.

Element x y z (Å)
C: 0.50366 0.59380 -0.36835
C: 1.95445 0.93425 -0.20402
H: 2.20411 2.01672 -0.09248
H: -2.18516 -0.37215 -0.26774
C: -1.60636 -1.06667 0.25044
S: -0.01209 -1.00735 -0.58405
S: 3.19110 -0.14500 -0.06407
S: -0.59613 1.89077 -0.22406
H: -1.92061 -2.10187 0.21550
H: -1.53296 -0.74248 1.33884

The max |F| is 3.14 eV/A. As for the SMILES: CSC(=S)C=S. Its energy above the lowest of the compared OMol25 structures with the same formula, charge and spin is 149.7 kJ/mol. The calculation puts the HOMO energy at -8.978 eV. Its charge is 0.

Calculated atomic charges, method Löwdin, unit e: -1.17, -0.75, 0.05, -0.03, -0.39, 0.84, 0.69, 0.65, 0.03, 0.08

---

10.
Computed, not measured: one molecule with the formula C3H4S3 at a distorted geometry, with ωB97M-V/def2-TZVPD.

Element x y z (Å)
S: 1.13216 -0.94744 -0.15774
C: 1.12658 0.22054 -1.47035
H: -1.57510 1.05123 0.63037
C: -1.11436 0.09517 0.90316
H: 0.66900 -0.30392 2.09362
S: 0.77403 1.81471 -1.35678
H: 1.17896 -0.15524 -2.51747
H: 0.80782 1.11190 0.95095
C: 0.39943 0.11205 1.09821
S: -2.12810 -1.13418 1.24305

The max |F| is 1.22 eV/A. As for the SMILES: S=CCSC=S. Its energy above the lowest of the compared OMol25 structures with the same formula, charge and spin is 147.5 kJ/mol. The calculation puts the HOMO energy at -8.865 eV. Its charge is 0.

Calculated atomic charges, method Löwdin, unit e: 0.85, -0.98, 0.04, -0.74, 0.09, 0.63, 0.02, 0.01, -0.60, 0.67